[1]
{
  "formula": "C40H38AlN3P2SSeTe",
  "method": "ωB97M-V with the def2-TZVPD basis set",
  "total_charge": 2,
  "homo_lumo_gap_ev": 6.134,
  "energy_ha": -5703.6329,
  "homo_ev": -11.92,
  "elements": ["Al", "Te", "C", "C", "C", "N", "C", "C", "C", "P", "C", "C", "C", "C", "C", "C", "C", "C", "C", "C", "C", "C", "P", "C", "C", "C", "C", "C", "C", "C", "C", "C", "C", "C", "C", "H", "H", "H", "H", "H", "H", "H", "H", "H", "H", "H", "H", "H", "H", "H", "H", "H", "H", "H", "H", "H", "H", "H", "H", "C", "N", "C", "Se", "N", "C", "C", "C", "C", "C", "C", "H", "H", "H", "H", "H", "H", "H", "H", "C", "S", "C", "H", "H", "H", "H", "H", "H"],
  "positions_angstrom": [[0.2392, -1.0802, -0.8268], [-1.5579, 1.8027, 2.0348], [-0.8519, 1.9023, 4.0385], [0.4917, 2.0932, 4.3129], [0.8873, 2.1444, 5.6397], [0.0478, 2.0232, 6.6489], [-1.2330, 1.8598, 6.3822], [-1.7414, 1.7913, 5.0940], [0.3762, 1.0759, 1.3552], [0.6302, -0.6777, 1.5519], [-0.0546, -1.2442, 3.1290], [-1.4299, -1.4785, 3.1828], [-2.0288, -1.8070, 4.3844], [-1.2591, -1.8995, 5.5353], [0.1152, -1.7329, 5.4701], [0.7227, -1.4053, 4.2705], [2.4238, -0.9757, 1.5514], [3.2885, -0.3899, 2.4745], [4.6354, -0.7106, 2.4542], [5.1334, -1.5913, 1.5072], [4.2902, -2.1263, 0.5446], [2.9431, -1.8264, 0.5806], [0.6254, 1.2775, -0.3859], [2.4232, 1.2352, -0.6512], [2.8821, 0.5208, -1.7528], [4.2289, 0.4880, -2.0581], [5.1257, 1.1527, -1.2358], [4.6763, 1.8566, -0.1285], [3.3250, 1.9137, 0.1609], [0.1399, 2.9587, -0.8434], [-0.4136, 3.2550, -2.0850], [-0.7431, 4.5661, -2.3839], [-0.5159, 5.5672, -1.4542], [0.0279, 5.2675, -0.2129], [0.3552, 3.9622, 0.0977], [1.2106, 2.2002, 3.5128], [1.9252, 2.2937, 5.9051], [-1.8860, 1.7758, 7.2386], [-2.7994, 1.6591, 4.9303], [-2.0159, -1.4161, 2.2704], [-3.0902, -2.0044, 4.4298], [-1.7305, -2.1166, 6.4815], [0.7177, -1.8648, 6.3561], [1.7935, -1.2813, 4.2264], [2.9141, 0.3230, 3.1970], [5.3058, -0.2751, 3.1810], [6.1793, -1.8595, 1.5168], [4.6803, -2.7810, -0.2189], [2.2585, -2.2687, -0.1618], [2.1542, 0.0019, -2.3892], [4.5790, -0.0372, -2.9342], [6.1800, 1.1351, -1.4622], [5.3896, 2.3675, 0.4996], [2.9713, 2.4782, 1.0110], [-0.5736, 2.4692, -2.8141], [-1.1755, 4.8142, -3.3424], [-0.7552, 6.5910, -1.6964], [0.1948, 6.0517, 0.5088], [0.7838, 3.7150, 1.0592], [-0.3479, -0.7056, -4.6668], [-1.1559, -1.8613, -4.3898], [-0.8507, -2.8754, -3.5674], [0.5645, -2.9407, -2.3510], [-1.7890, -3.8321, -3.6718], [-2.7653, -3.4161, -4.5514], [-3.9540, -3.9886, -4.9807], [-4.7397, -3.2296, -5.8274], [-4.3656, -1.9453, -6.2331], [-3.1718, -1.3812, -5.8282], [-2.3698, -2.1397, -4.9885], [0.6969, -0.9299, -4.4512], [-0.6678, 0.1502, -4.0688], [-0.4373, -0.4482, -5.7217], [-1.7400, -4.7364, -3.2238], [-4.2558, -4.9765, -4.6735], [-5.6706, -3.6387, -6.1826], [-5.0245, -1.3852, -6.8780], [-2.8793, -0.3932, -6.1376], [-3.0550, 0.6210, -0.9963], [-2.2190, -0.9260, -1.4361], [-3.2577, -2.1951, -0.6389], [-3.3689, 0.5914, 0.0440], [-3.9130, 0.7416, -1.6508], [-2.3419, 1.4293, -1.1550], [-4.1387, -2.3679, -1.2508], [-3.5449, -1.8586, 0.3513], [-2.6576, -3.0973, -0.5615]]
}

=====

[2]
{
  "formula": "C3H5N5",
  "method": "ωB97M-V with the def2-TZVPD basis set",
  "smiles": "[H]/N=c1/ccn(N)nn1",
  "homo_lumo_gap_ev": 9.319,
  "energy_ha": -390.8769,
  "homo_ev": -9.26,
  "elements": ["C", "C", "C", "H", "H", "H", "H", "H", "N", "N", "N", "N", "N"],
  "positions_angstrom": [[-0.4734, -1.1612, 0.1147], [-0.8035, -0.6802, -1.1172], [-0.5906, 0.8019, -1.2373], [1.7914, -1.2952, 1.8589], [0.3993, -1.4193, 3.1335], [-0.8019, -2.1763, 0.4826], [-1.2833, -1.4071, -1.6570], [-0.5706, 2.5362, -1.6225], [0.8688, -1.4598, 2.0153], [0.2897, -0.5200, 1.1905], [-1.3250, 1.7322, -1.8381], [0.8204, 1.1506, -0.4850], [1.0132, 0.5254, 0.7234]]
}

=====

[3]
{
  "formula": "C23H27NO3Yb",
  "method": "ωB97M-V with the def2-TZVPD basis set",
  "total_charge": 2,
  "homo_lumo_gap_ev": 3.391,
  "energy_ha": -2331.0215,
  "homo_ev": -13.29,
  "elements": ["C", "C", "N", "C", "C", "O", "C", "C", "C", "C", "C", "C", "C", "C", "C", "C", "C", "C", "O", "C", "C", "C", "C", "C", "C", "C", "O", "H", "H", "H", "H", "H", "H", "H", "H", "H", "H", "H", "H", "H", "H", "H", "H", "H", "H", "H", "H", "H", "H", "H", "H", "H", "H", "H", "Yb"],
  "positions_angstrom": [[-2.8328, -1.5787, 2.3158], [-2.7097, -0.8685, 0.8984], [-1.2648, -0.8968, 0.5509], [-0.9956, -0.4743, -0.7790], [-0.9962, 0.9626, -1.1244], [-1.2766, 1.9871, -0.2766], [-0.4864, 1.9523, 0.9514], [0.0001, 3.3603, 1.4385], [-1.0361, 4.5264, 1.1572], [0.1729, 3.2988, 3.0344], [1.6769, 3.6059, 3.4285], [1.8780, 3.6580, 4.9971], [2.6557, 2.5071, 2.8311], [-0.6709, 1.3201, -2.5186], [-0.3728, 0.3217, -3.5412], [-0.4090, -1.0993, -3.2168], [-0.7167, -1.4963, -1.8073], [-0.7424, -3.0074, -1.5263], [-1.3643, -3.5581, -0.6499], [0.0766, -3.9552, -2.4874], [0.5368, -5.2751, -2.0039], [1.3220, -6.1163, -2.9097], [1.6264, -5.6580, -4.2772], [1.1417, -4.3672, -4.7773], [0.3647, -3.5333, -3.8476], [-0.1383, -2.1445, -4.3107], [-0.3195, -1.9476, -5.5035], [-2.4016, -2.6169, 2.2277], [-2.1804, -1.0414, 3.0545], [-3.8749, -1.5729, 2.7118], [-2.9837, 0.2082, 1.0577], [-3.3505, -1.3947, 0.1471], [-0.8159, -1.7803, 0.7849], [0.3381, 1.1927, 0.8641], [-1.1711, 1.5566, 1.7584], [0.9881, 3.6689, 1.0037], [-0.4893, 5.5050, 1.2714], [-1.4161, 4.4349, 0.1094], [-1.8659, 4.5557, 1.9183], [-0.4491, 4.0952, 3.5313], [-0.0801, 2.2738, 3.4291], [1.9303, 4.5815, 2.9223], [2.4122, 2.7557, 5.3947], [2.5038, 4.5464, 5.2765], [0.8793, 3.7426, 5.4936], [3.1544, 2.8605, 1.8833], [2.1134, 1.5483, 2.5881], [3.4793, 2.2275, 3.5459], [-0.6361, 2.3872, -2.8372], [-0.1122, 0.6077, -4.5886], [0.3170, -5.6626, -0.9843], [1.7081, -7.1033, -2.5539], [2.2481, -6.2815, -4.9690], [1.3400, -3.9599, -5.8096], [3.2954, -2.8583, -5.2768]]
}

=====

[4]
{
  "formula": "C34H34N4O4",
  "method": "ωB97M-V with the def2-TZVPD basis set",
  "smiles": "C/C=C/C=C/C(=O)Nc1cccc(C2=NO[C@]3(C2)C[C@H](C(N)=O)N(C(=O)CC(c2ccccc2)c2ccccc2)C3)c1",
  "homo_lumo_gap_ev": 8.703,
  "energy_ha": -1836.0174,
  "homo_ev": -8.63,
  "elements": ["C", "C", "C", "C", "C", "C", "O", "N", "C", "C", "C", "C", "C", "C", "H", "H", "H", "C", "N", "O", "C", "C", "N", "C", "O", "C", "H", "H", "C", "C", "C", "C", "C", "C", "C", "H", "H", "H", "H", "H", "C", "C", "C", "C", "C", "C", "H", "H", "H", "H", "H", "H", "C", "H", "C", "H", "H", "C", "O", "N", "H", "H", "H", "H", "C", "H", "H", "H", "H", "H", "H", "H", "H", "H", "H", "H"],
  "positions_angstrom": [[-13.3778, -1.1164, 0.5122], [-11.9802, -0.6148, 0.5751], [-10.9370, -1.1979, -0.0197], [-9.5922, -0.6908, 0.0544], [-8.5454, -1.2932, -0.5256], [-7.1309, -0.8773, -0.4548], [-6.2266, -1.6742, -0.5952], [-6.9445, 0.4659, -0.2332], [-5.7526, 1.1743, -0.1101], [-4.5099, 0.5569, -0.0514], [-3.3518, 1.3244, 0.0703], [-3.4406, 2.7147, 0.1348], [-4.6809, 3.3245, 0.0850], [-5.8294, 2.5678, -0.0365], [-6.7943, 3.0540, -0.0777], [-4.7537, 4.4005, 0.1394], [-2.5517, 3.3184, 0.2295], [-2.0641, 0.6603, 0.1266], [-1.9427, -0.6062, 0.1847], [-0.6352, -0.9778, 0.2229], [0.2412, 0.1782, 0.1361], [1.2290, 0.1377, 1.3008], [2.4339, -0.4824, 0.7816], [3.4736, -0.6767, 1.6291], [3.3576, -0.4020, 2.8096], [4.7720, -1.1909, 1.0429], [4.6224, -1.6439, 0.0678], [5.1780, -1.9365, 1.7291], [5.7596, -0.0075, 0.9639], [7.1517, -0.4036, 0.5367], [7.4188, -1.5237, -0.2398], [8.7156, -1.8161, -0.6287], [9.7624, -0.9938, -0.2527], [9.5056, 0.1283, 0.5168], [8.2114, 0.4185, 0.9060], [8.0153, 1.2962, 1.5061], [10.3157, 0.7778, 0.8156], [10.7726, -1.2251, -0.5569], [8.9060, -2.6926, -1.2309], [6.6199, -2.1794, -0.5501], [5.1887, 1.0469, 0.0407], [4.3827, 2.0543, 0.5572], [3.7837, 2.9778, -0.2812], [3.9925, 2.9130, -1.6486], [4.8068, 1.9223, -2.1708], [5.3978, 0.9925, -1.3325], [6.0251, 0.2174, -1.7470], [4.9785, 1.8688, -3.2359], [3.5278, 3.6353, -2.3042], [3.1559, 3.7537, 0.1341], [4.2186, 2.1088, 1.6241], [5.8209, 0.4217, 1.9710], [2.3867, -0.7007, -0.6531], [3.2740, -0.2792, -1.1376], [1.1311, 0.0506, -1.1094], [0.6099, -0.4668, -1.9144], [1.4137, 1.0460, -1.4542], [2.3823, -2.2056, -0.9968], [3.3044, -2.7045, -1.6083], [1.3278, -2.8970, -0.5480], [1.2809, -3.8831, -0.7467], [0.5400, -2.4524, -0.1017], [0.8366, -0.4408, 2.1424], [1.4651, 1.1456, 1.6609], [-0.7267, 1.3692, 0.1246], [-0.6156, 1.9941, 1.0120], [-0.6074, 1.9905, -0.7634], [-4.4267, -0.5149, -0.1065], [-7.7770, 1.0379, -0.2204], [-8.6869, -2.2310, -1.0450], [-9.4664, 0.2136, 0.6388], [-11.0805, -2.1017, -0.5966], [-11.8322, 0.2888, 1.1540], [-14.0309, -0.3570, 0.0817], [-13.4452, -2.0213, -0.0859], [-13.7453, -1.3274, 1.5165]]
}

=====

[5]
{
  "formula": "CH6O2",
  "method": "ωB97M-V with the def2-TZVPD basis set",
  "smiles": "CO.O",
  "homo_lumo_gap_ev": 11.295,
  "energy_ha": -192.1411,
  "homo_ev": -10.57,
  "elements": ["O", "C", "H", "H", "H", "H", "O", "H", "H"],
  "positions_angstrom": [[1.1334, 0.5271, 0.6024], [0.0000, 0.0000, 0.0000], [0.9397, 1.4877, 0.5936], [-0.1319, 0.1975, -1.0771], [-0.9611, 0.1790, 0.5107], [0.2767, -1.0595, 0.1322], [0.6964, -2.3299, -4.8141], [-0.2316, -2.6201, -4.6629], [1.1911, -2.6629, -4.0313]]
}

=====

[6]
{
  "formula": "C4H9NO",
  "method": "ωB97M-V with the def2-TZVPD basis set",
  "smiles": "C[C@@H](O)[C@H]1CN1",
  "homo_lumo_gap_ev": 10.527,
  "energy_ha": -287.7386,
  "homo_ev": -9.52,
  "elements": ["C", "C", "O", "C", "C", "N", "H", "H", "H", "H", "H", "H", "H", "H", "H"],
  "positions_angstrom": [[0.3689, -1.6764, 0.1776], [-0.6716, -0.5908, 0.1414], [-0.9149, -0.3366, 1.5161], [-0.0722, 0.5429, -0.6911], [-0.1621, 1.9382, -0.2543], [1.1146, 1.2227, -0.1736], [0.0807, -2.3459, 1.0670], [0.4884, -2.1546, -0.8044], [1.2989, -1.1720, 0.4682], [-1.6135, -0.8773, -0.3623], [-0.6358, -1.2041, 1.9036], [-0.0875, 0.3317, -1.7669], [-0.6291, 2.0939, 0.7116], [-0.2950, 2.7176, -0.9998], [1.7301, 1.5108, -0.9332]]
}